51
Properties=species:S:1:pos:R:3:nbo_charge:R:1 method="wB97M-V/def2-TZVPD" relative_energy_kcal_mol=0.0 total_charge=+2 homo_lumo_gap_ev=6.8
Tc 0.533 -1.053 -0.626 0.825
C -0.427 1.729 -3.793 -0.694
C 0.133 0.685 -2.896 0.381
N -0.387 0.293 -1.783 -0.219
N -1.429 1.032 -1.185 -0.479
C -1.035 1.289 0.121 0.708
O 0.012 0.713 0.496 -0.592
C -1.771 2.176 1.000 -0.148
C -2.599 3.191 0.513 -0.167
C -3.255 4.014 1.407 -0.194
C -3.093 3.820 2.776 -0.123
C -2.261 2.818 3.262 -0.205
C -1.589 1.998 2.375 -0.147
C 1.422 0.038 -3.157 0.107
C 2.174 0.244 -4.296 -0.171
C 3.444 -0.310 -4.364 -0.120
C 3.916 -1.041 -3.288 -0.186
C 3.108 -1.222 -2.178 0.078
N 1.879 -0.696 -2.113 -0.357
H -1.225 2.292 -3.318 0.256
H -0.826 1.250 -4.691 0.278
H 0.358 2.419 -4.102 0.268
H -2.708 3.356 -0.551 0.226
H -3.886 4.813 1.045 0.243
H -3.614 4.464 3.471 0.243
H -2.132 2.686 4.327 0.242
H -0.925 1.223 2.734 0.235
H 1.775 0.827 -5.113 0.252
H 4.057 -0.166 -5.244 0.259
H 4.903 -1.481 -3.298 0.262
H 3.431 -1.799 -1.324 0.239
F 4.240 -1.461 3.434 -0.263
C 3.266 -2.090 2.828 0.797
F 3.715 -2.806 1.819 -0.283
F 2.598 -2.854 3.666 -0.283
S 2.108 -0.740 2.163 2.197
O 2.176 -0.913 0.674 -0.911
O 2.530 0.496 2.702 -0.809
N 0.631 -1.116 2.687 -1.146
S -0.180 -2.234 2.016 2.160
O 0.548 -3.336 1.400 -0.904
O -1.210 -1.729 0.999 -0.955
C -1.208 -2.914 3.409 0.798
F -1.745 -1.926 4.085 -0.268
F -0.432 -3.649 4.163 -0.261
F -2.159 -3.659 2.846 -0.298
S -3.839 -2.494 -0.953 -0.297
Sb -1.801 -3.643 -0.289 1.358
S -0.359 -2.689 -1.922 -0.388
S -3.806 -0.551 -0.275 0.073
S -3.056 0.703 -1.662 0.384

51
Properties=species:S:1:pos:R:3:nbo_charge:R:1 method="wB97M-V/def2-TZVPD" relative_energy_kcal_mol=30.1 total_charge=-2 homo_lumo_gap_ev=6.3
Pd 0.134 -0.781 0.039 0.815
N 2.582 -2.494 -2.615 -0.815
C 1.736 -2.267 -1.601 0.730
O 1.986 -1.402 -0.735 -0.666
C 0.472 -3.071 -1.525 -0.560
C -0.306 -2.676 -0.272 -0.494
H 3.253 -1.760 -2.787 0.405
H 2.192 -2.947 -3.441 0.430
H 0.708 -4.139 -1.585 0.219
H -0.099 -2.837 -2.427 0.266
H 0.031 -3.221 0.614 0.183
H -1.379 -2.806 -0.393 0.197
O 5.976 4.253 1.054 -0.428
N 6.065 3.259 1.764 0.534
O 7.091 2.954 2.360 -0.434
C 4.914 2.416 1.910 -0.108
C 3.733 2.733 1.243 -0.107
C 2.649 1.914 1.371 -0.115
C 2.596 0.726 2.225 0.511
O 1.572 0.096 2.455 -0.612
C 3.895 0.470 2.848 -0.114
C 4.983 1.283 2.722 -0.111
N 4.053 -0.704 3.697 0.531
O 4.771 -0.597 4.686 -0.435
O 3.486 -1.725 3.378 -0.349
N 1.452 2.306 0.640 0.549
O 0.768 1.442 0.110 -0.400
O 1.206 3.495 0.538 -0.385
H 3.677 3.616 0.624 0.262
H 5.896 1.047 3.248 0.260
O -2.358 -0.593 -1.722 -0.690
C -2.619 -0.320 -0.549 0.770
O -1.836 -0.320 0.456 -0.727
C -4.054 0.057 -0.219 -0.127
C -4.965 0.203 -1.257 -0.137
C -6.286 0.545 -0.999 -0.229
C -6.712 0.738 0.304 -0.223
C -5.788 0.584 1.326 0.065
C -4.464 0.254 1.093 -0.183
N -6.243 0.782 2.711 0.522
O -7.412 1.081 2.892 -0.414
O -5.436 0.640 3.607 -0.375
H -4.607 0.041 -2.265 0.251
H -6.986 0.661 -1.816 0.210
H -7.732 1.000 0.541 0.235
H -3.756 0.149 1.901 0.272
Se 0.683 -3.383 -5.447 -0.753
Sb 0.032 -1.066 -5.507 1.043
Se -1.416 -0.205 -7.199 -0.690
Se 1.884 0.487 -4.749 -0.384
Se -0.023 0.082 -3.247 -0.195

39
Properties=species:S:1:pos:R:3:lowdin_spin:R:1 method="wB97M-V/def2-TZVPD" relative_energy_kcal_mol=2.3 spin_multiplicity=2 total_charge=+1 homo_lumo_gap_ev="7.8 / 8.4" s_squared=0.753
Ti 0.647 0.282 0.314 0.918
Cl 5.000 5.582 0.154 0.000
C 3.726 4.469 -0.097 0.001
C 3.927 3.119 0.154 0.001
Cl 5.426 2.527 0.726 0.000
C 2.878 2.241 -0.070 0.005
Cl 3.051 0.513 0.263 0.025
C 1.637 2.651 -0.547 0.005
O 0.661 1.742 -0.784 0.002
C 1.441 4.008 -0.764 0.001
Cl -0.109 4.516 -1.307 0.000
C 2.475 4.910 -0.548 0.000
Cl 2.208 6.573 -0.837 0.000
C -2.510 0.886 -0.334 0.006
N -2.787 -0.169 0.654 0.003
C -4.063 -0.909 0.554 0.000
C -1.880 -0.525 1.508 0.005
C -2.133 -1.617 2.488 0.000
O -0.738 0.071 1.533 0.010
H -3.445 1.182 -0.794 0.000
H -1.849 0.516 -1.112 0.003
H -2.064 1.752 0.143 0.000
H -4.718 -0.361 -0.114 0.000
H -4.546 -0.983 1.524 0.000
H -3.898 -1.906 0.151 0.000
H -3.023 -1.403 3.078 0.000
H -1.277 -1.714 3.145 0.000
H -2.293 -2.561 1.962 0.000
Br 0.973 -6.045 -1.827 0.002
C 0.832 -4.246 -1.303 0.007
C 0.413 -3.298 -2.226 -0.002
C 0.302 -1.974 -1.830 0.007
C 0.604 -1.574 -0.524 -0.006
C 1.036 -2.562 0.371 0.006
C 1.151 -3.896 -0.001 -0.002
H 0.181 -3.595 -3.240 0.000
H -0.015 -1.246 -2.565 0.000
H 1.292 -2.310 1.399 0.001
H 1.483 -4.649 0.701 0.000

36
Properties=species:S:1:pos:R:3:nbo_charge:R:1 method="wB97M-V/def2-TZVPD" relative_energy_kcal_mol=0.0 total_charge=0 homo_lumo_gap_ev=8.2
C -5.080 -1.428 2.181 -0.623
C -4.445 -0.190 1.577 -0.072
O -3.243 -0.577 0.909 -0.519
C -2.416 0.420 0.551 0.771
O -2.646 1.594 0.752 -0.611
C -1.224 -0.069 -0.115 -0.027
N -1.015 -1.389 -0.446 -0.517
C 0.164 -1.500 -1.110 0.234
C 0.794 -2.624 -1.637 -0.263
C 1.987 -2.439 -2.297 -0.194
C 2.544 -1.163 -2.454 -0.240
C 1.935 -0.048 -1.933 -0.175
C 0.737 -0.206 -1.227 -0.143
C -0.151 0.690 -0.560 0.172
N -0.045 2.059 -0.396 -0.602
C 1.059 2.806 -0.104 0.633
O 1.040 4.019 -0.151 -0.578
C 2.277 2.078 0.304 0.135
C 3.582 2.505 0.289 -0.218
C 4.358 1.454 0.823 -0.333
C 3.457 0.478 1.138 0.202
Br 3.688 -1.223 1.856 0.115
O 2.206 0.837 0.843 -0.405
H -5.310 -2.151 1.403 0.211
H -5.998 -1.153 2.692 0.220
H -4.402 -1.888 2.895 0.214
H -4.199 0.551 2.345 0.198
H -5.113 0.284 0.849 0.186
H -1.654 -2.131 -0.218 0.427
H 0.357 -3.604 -1.529 0.215
H 2.505 -3.290 -2.711 0.215
H 3.471 -1.061 -2.998 0.216
H 2.365 0.934 -2.069 0.223
H -0.931 2.554 -0.339 0.444
H 3.928 3.451 -0.072 0.246
H 5.418 1.420 0.961 0.243

What did the fourth record say?
36
Properties=species:S:1:pos:R:3:nbo_charge:R:1 method="wB97M-V/def2-TZVPD" relative_energy_kcal_mol=0.0 total_charge=0 homo_lumo_gap_ev=8.2
C -5.080 -1.428 2.181 -0.623
C -4.445 -0.190 1.577 -0.072
O -3.243 -0.577 0.909 -0.519
C -2.416 0.420 0.551 0.771
O -2.646 1.594 0.752 -0.611
C -1.224 -0.069 -0.115 -0.027
N -1.015 -1.389 -0.446 -0.517
C 0.164 -1.500 -1.110 0.234
C 0.794 -2.624 -1.637 -0.263
C 1.987 -2.439 -2.297 -0.194
C 2.544 -1.163 -2.454 -0.240
C 1.935 -0.048 -1.933 -0.175
C 0.737 -0.206 -1.227 -0.143
C -0.151 0.690 -0.560 0.172
N -0.045 2.059 -0.396 -0.602
C 1.059 2.806 -0.104 0.633
O 1.040 4.019 -0.151 -0.578
C 2.277 2.078 0.304 0.135
C 3.582 2.505 0.289 -0.218
C 4.358 1.454 0.823 -0.333
C 3.457 0.478 1.138 0.202
Br 3.688 -1.223 1.856 0.115
O 2.206 0.837 0.843 -0.405
H -5.310 -2.151 1.403 0.211
H -5.998 -1.153 2.692 0.220
H -4.402 -1.888 2.895 0.214
H -4.199 0.551 2.345 0.198
H -5.113 0.284 0.849 0.186
H -1.654 -2.131 -0.218 0.427
H 0.357 -3.604 -1.529 0.215
H 2.505 -3.290 -2.711 0.215
H 3.471 -1.061 -2.998 0.216
H 2.365 0.934 -2.069 0.223
H -0.931 2.554 -0.339 0.444
H 3.928 3.451 -0.072 0.246
H 5.418 1.420 0.961 0.243